No. 1
{
  "formula": "C48H26CeF5N5O6S",
  "method": "the ωB97M-V functional and the def2-TZVPD basis",
  "species": ["Ce", "C", "C", "C", "C", "C", "C", "C", "C", "C", "C", "C", "C", "C", "C", "C", "N", "H", "H", "H", "H", "H", "H", "H", "H", "H", "H", "S", "N", "C", "C", "C", "C", "C", "N", "C", "C", "N", "C", "C", "C", "C", "C", "N", "H", "H", "H", "H", "H", "H", "F", "C", "C", "C", "F", "C", "F", "C", "F", "C", "F", "O", "C", "O", "C", "C", "C", "C", "O", "C", "O", "C", "C", "H", "H", "H", "H", "H", "O", "C", "O", "C", "C", "C", "C", "C", "C", "H", "H", "H", "H", "H"],
  "coordinates": [[0.25044, 0.00206, 0.22118], [-1.51591, -2.71120, 3.84235], [-2.88895, -2.54612, 3.75889], [-3.42038, -1.99198, 2.60982], [-2.58717, -1.57150, 1.57019], [-1.18640, -1.66105, 1.64955], [-0.69895, -2.26505, 2.81378], [-3.23800, -1.04831, 0.35334], [-4.43264, -1.66690, -0.10670], [-5.06033, -1.19106, -1.21289], [-4.52216, -0.07005, -1.88298], [-5.11911, 0.49131, -3.03286], [-4.56808, 1.58779, -3.63373], [-3.41397, 2.18148, -3.08562], [-2.81876, 1.65839, -1.97295], [-3.33499, 0.49449, -1.35895], [-2.69462, -0.02400, -0.27206], [-1.07792, -3.17840, 4.71603], [-3.53403, -2.83948, 4.57724], [-4.49181, -1.84976, 2.52807], [0.36271, -2.41971, 2.94034], [-4.80424, -2.53478, 0.41892], [-5.96196, -1.65814, -1.59228], [-6.01962, 0.03589, -3.42787], [-5.02404, 2.01111, -4.51907], [-3.00462, 3.06546, -3.55902], [-1.95792, 2.12315, -1.51421], [6.98877, 2.71599, -4.68887], [5.37554, 2.86152, -4.68241], [4.94571, 2.27237, -3.58333], [3.56716, 2.16172, -3.17487], [2.53979, 2.66751, -3.97346], [1.24974, 2.53550, -3.53489], [1.03117, 1.91721, -2.30695], [1.98230, 1.42011, -1.53066], [3.25931, 1.52899, -1.95538], [4.34294, 0.97469, -1.13116], [4.00811, 0.39087, 0.02019], [4.95942, -0.12620, 0.77031], [6.31299, -0.11632, 0.42948], [6.67870, 0.48446, -0.74970], [5.68562, 1.05278, -1.55056], [5.99147, 1.72201, -2.78859], [7.19306, 1.90567, -3.30076], [2.79783, 3.14831, -4.90755], [0.40610, 2.89471, -4.10701], [0.01928, 1.83848, -1.95114], [4.64403, -0.58246, 1.70217], [7.04409, -0.57292, 1.08156], [7.70721, 0.52848, -1.08258], [2.13475, -2.71287, 1.40310], [2.44491, -1.72027, 2.27580], [2.03998, -0.43482, 1.96871], [2.42259, 0.50855, 2.90391], [2.11046, 1.80624, 2.67618], [3.13233, 0.22492, 4.05637], [3.48013, 1.18144, 4.91905], [3.48769, -1.08813, 4.31795], [4.16334, -1.39315, 5.42010], [3.14547, -2.07792, 3.41276], [3.49221, -3.34389, 3.65514], [-0.65389, -0.38239, -2.19628], [-0.15634, -1.45466, -1.79670], [1.00097, -1.51322, -1.26519], [-1.00091, -2.69529, -1.80067], [-2.13072, -2.77626, -2.60010], [-2.99037, -3.87042, -2.52046], [-2.67990, -4.83582, -1.59458], [-3.37175, -5.97579, -1.29374], [-2.64452, -6.61982, -0.24991], [-1.48111, -5.85393, 0.01976], [-1.54363, -4.76014, -0.80067], [-0.66997, -3.71280, -0.88857], [-2.34734, -1.96120, -3.27876], [-3.87266, -3.95175, -3.14021], [-2.35916, -7.62624, -0.56829], [-3.26574, -6.67789, 0.64941], [0.22243, -3.64915, -0.28469], [-0.37641, 2.17704, 0.17102], [-0.64749, 2.25065, 1.42058], [-0.68856, 1.23833, 2.15051], [-0.89694, 3.60248, 2.00397], [-0.97292, 4.71699, 1.17506], [-1.17454, 5.97232, 1.72279], [-1.28854, 6.11444, 3.09966], [-1.21370, 5.00235, 3.92766], [-1.02361, 3.74500, 3.38033], [-0.86301, 4.58134, 0.10729], [-1.23819, 6.84234, 1.08233], [-1.43332, 7.09762, 3.52910], [-1.29760, 5.12025, 4.99998], [-0.96130, 2.85838, 3.99800]],
  "lowdin_charge": [1.493, -0.075, -0.083, -0.044, -0.197, -0.096, -0.089, -0.207, -0.002, -0.001, -0.157, -0.035, -0.080, -0.064, -0.009, -0.192, 0.171, 0.104, 0.101, 0.109, 0.075, 0.116, 0.122, 0.113, 0.102, 0.104, 0.089, 1.008, -0.217, -0.308, -0.080, 0.017, -0.006, -0.122, 0.115, -0.097, -0.124, 0.157, -0.087, -0.021, 0.007, -0.085, -0.309, -0.214, 0.121, 0.115, 0.061, 0.098, 0.111, 0.119, 0.069, -0.289, -0.103, -0.239, 0.082, -0.148, 0.117, -0.147, 0.128, -0.164, 0.118, 0.002, -0.640, -0.085, -0.122, -0.011, 0.019, -0.201, 0.039, -0.133, 0.045, -0.184, 0.088, 0.126, 0.123, 0.138, 0.138, 0.131, -0.160, -0.550, -0.012, -0.118, -0.011, -0.074, -0.079, -0.068, -0.003, 0.117, 0.103, 0.103, 0.105, 0.125],
  "total_charge": 0,
  "de_lowest_kj_mol": 149.9,
  "e_lumo_ev": [-1.49, -1.48]
}



No. 2
{
  "formula": "C48H32Cl3I4N6SSiW",
  "method": "the ωB97M-V functional and the def2-TZVPD basis",
  "species": ["W", "I", "C", "C", "C", "C", "C", "C", "C", "C", "C", "C", "C", "C", "C", "C", "C", "C", "I", "C", "C", "C", "N", "C", "C", "C", "C", "C", "C", "I", "C", "C", "C", "C", "C", "C", "N", "C", "C", "C", "C", "C", "N", "C", "C", "C", "C", "I", "C", "C", "C", "C", "N", "H", "H", "H", "H", "H", "H", "H", "H", "H", "H", "H", "H", "H", "H", "H", "H", "H", "H", "H", "H", "H", "H", "H", "H", "C", "H", "H", "S", "C", "N", "C", "C", "N", "H", "H", "H", "H", "H", "H", "Cl", "Si", "Cl", "Cl"],
  "coordinates": [[-0.47256, -0.02216, -0.34983], [5.49006, 7.07560, 3.34394], [4.21160, 5.58470, 2.63705], [3.75901, 4.60283, 3.50388], [2.91092, 3.61510, 3.02545], [2.51108, 3.59952, 1.69257], [2.97251, 4.60035, 0.84142], [3.82306, 5.59000, 1.30522], [1.61375, 2.53586, 1.17523], [0.37391, 2.94251, 0.63674], [-0.20157, 4.22099, 0.58767], [-1.35202, 4.12344, -0.19546], [-1.43031, 2.79345, -0.61167], [-2.37659, 1.96703, -1.43025], [-3.18658, 2.71908, -2.45579], [-2.69858, 3.87619, -3.05632], [-3.39375, 4.51115, -4.07412], [-4.59458, 3.98118, -4.51257], [-5.65306, 4.93605, -6.03951], [-5.09197, 2.81498, -3.95308], [-4.38407, 2.19288, -2.93800], [-3.16564, 1.20759, -0.39984], [-2.47649, 0.18605, 0.18158], [-3.36853, -0.48802, 0.99447], [-3.06204, -1.76521, 1.51979], [-4.17983, -2.53464, 2.12715], [-4.68454, -2.19374, 3.37710], [-5.73522, -2.90509, 3.93689], [-6.28470, -3.96595, 3.23460], [-7.86369, -5.04627, 4.07198], [-5.80096, -4.31850, 1.98439], [-4.75210, -3.59750, 1.43494], [-1.82958, -2.34653, 1.41991], [-1.49038, -3.68468, 1.83516], [-0.17343, -3.87047, 1.61832], [0.35678, -2.61308, 1.13697], [-0.67475, -1.72987, 0.92123], [1.70491, -2.29859, 1.04526], [2.13819, -0.96502, 1.00139], [3.45648, -0.52749, 1.39588], [3.39122, 0.81630, 1.53632], [2.06208, 1.23655, 1.18599], [1.32900, 0.10485, 0.81060], [2.74515, -3.34030, 1.21609], [3.66427, -3.56654, 0.19374], [4.68366, -4.49361, 0.33438], [4.78952, -5.21296, 1.51454], [6.31873, -6.61737, 1.73537], [3.89355, -5.00476, 2.55083], [2.88399, -4.06684, 2.39647], [-4.59737, 0.17378, 0.96914], [-4.46053, 1.25869, 0.09351], [-0.42172, 2.07606, -0.08238], [4.06034, 4.60650, 4.54265], [2.54731, 2.84480, 3.69272], [2.66290, 4.59027, -0.19516], [4.18176, 6.35828, 0.63355], [0.19262, 5.10802, 1.05641], [-2.04474, 4.91178, -0.43925], [-1.75078, 4.28394, -2.73440], [-2.99384, 5.40984, -4.52403], [-6.02048, 2.38770, -4.30631], [-4.76398, 1.27117, -2.51883], [-4.24729, -1.36228, 3.91497], [-6.11881, -2.63594, 4.91129], [-6.23832, -5.14411, 1.44025], [-4.36811, -3.85219, 0.45508], [-2.19044, -4.39095, 2.25105], [0.40411, -4.75899, 1.80202], [4.29499, -1.17301, 1.59412], [4.18048, 1.47849, 1.85370], [3.56323, -3.00785, -0.72858], [5.38514, -4.65920, -0.47179], [3.98602, -5.55668, 3.47620], [2.20121, -3.88119, 3.21568], [-5.48972, -0.14094, 1.48473], [-5.21849, 1.97084, -0.18790], [-1.49941, 0.86577, -2.09909], [-2.16630, 0.18079, -2.63657], [-0.82820, 1.31555, -2.83735], [1.83984, 1.13012, -2.01387], [3.07626, 0.21851, -2.66518], [3.10297, -1.10702, -2.87262], [4.30947, -1.55086, -3.54110], [5.13363, -0.24796, -3.67697], [4.26610, 0.72931, -3.05184], [2.24341, -1.63480, -2.88117], [4.07941, -1.98857, -4.51434], [4.83211, -2.30147, -2.94428], [5.32920, 0.00006, -4.72363], [6.09059, -0.32012, -3.15537], [4.43992, 1.71479, -2.99116], [0.97365, -3.58998, -1.95921], [-0.34119, -1.92424, -1.99710], [-0.10410, -1.39620, -4.04516], [-2.21872, -2.91954, -2.03655]],
  "lowdin_charge": [1.320, 0.826, -0.748, -0.152, -0.025, -0.186, -0.020, -0.150, -0.093, -0.253, -0.020, -0.024, -0.246, -0.355, -0.137, -0.021, -0.155, -0.751, 0.808, -0.151, -0.022, -0.242, -0.033, -0.235, -0.088, -0.193, -0.020, -0.154, -0.747, 0.823, -0.148, -0.016, -0.253, 0.006, -0.009, -0.289, -0.071, -0.137, -0.244, 0.002, -0.006, -0.277, -0.066, -0.200, -0.051, -0.150, -0.747, 0.821, -0.152, -0.030, -0.018, -0.027, -0.056, 0.090, 0.126, 0.125, 0.090, 0.102, 0.101, 0.111, 0.088, 0.090, 0.117, 0.126, 0.089, 0.091, 0.120, 0.113, 0.105, 0.106, 0.110, 0.084, 0.088, 0.089, 0.123, 0.100, 0.102, -0.286, 0.035, 0.028, 0.756, -0.814, 0.015, -0.129, -0.139, 0.005, -0.007, 0.119, 0.106, 0.111, 0.111, 0.128, 0.243, -0.559, 0.182, 0.172],
  "total_charge": -1,
  "de_lowest_kj_mol": 0.0,
  "e_lumo_ev": [1.43, 1.40]
}



In eV/A, the strongest force on any atom values for the records above are, in order, 3.07, 0.68.